{"formula": "H26O13", "method": "the ωB97M-V functional and the def2-TZVPD basis", "symbols": ["O", "H", "H", "O", "H", "H", "O", "H", "H", "O", "H", "H", "O", "H", "H", "O", "H", "H", "O", "H", "H", "O", "H", "H", "O", "H", "H", "O", "H", "H", "O", "H", "H", "O", "H", "H", "O", "H", "H"], "coordinates": [[1.158, -2.199, -0.493], [1.214, -2.926, -1.068], [1.232, -2.561, 0.422], [-2.381, 1.427, -2.419], [-1.702, 1.777, -1.921], [-3.191, 1.809, -2.087], [-0.598, -0.314, -0.436], [0.130, -0.951, -0.515], [-0.600, 0.089, 0.422], [-2.713, -2.063, -0.207], [-2.840, -2.418, 0.702], [-1.988, -1.439, -0.079], [2.324, -1.534, -3.494], [1.759, -1.048, -2.913], [1.997, -1.408, -4.395], [-1.448, -0.874, 3.470], [-1.167, -1.048, 4.366], [-0.656, -0.602, 3.026], [-1.840, 1.969, 0.921], [-2.521, 1.421, 0.612], [-2.367, 2.683, 1.230], [-1.004, 1.867, 3.431], [-1.246, 1.018, 3.699], [-1.303, 2.059, 2.539], [0.907, -0.012, 2.208], [1.662, -0.540, 2.428], [0.985, 0.764, 2.755], [3.690, -1.542, -0.575], [2.759, -1.798, -0.613], [4.257, -2.272, -0.773], [0.374, 0.392, -2.803], [-0.299, 0.124, -3.475], [-0.001, 0.259, -1.966], [2.154, 1.068, -0.285], [2.065, 0.180, 0.026], [1.941, 1.631, 0.482], [-0.289, 2.571, -1.044], [-0.870, 2.460, -0.247], [0.418, 1.982, -0.934]], "atomic_forces_ev_per_a": [[-0.0119, 0.5966, 2.5311], [-0.0672, -1.6571, -1.5368], [-0.2455, 0.2403, -1.0052], [-2.7954, -1.6083, -1.8908], [2.8854, 1.5175, 1.5979], [-0.2502, 0.1108, -0.0729], [-0.8685, -0.0493, -0.4052], [-0.1421, -0.0533, 0.4172], [0.5914, 0.2770, 0.6749], [-0.3706, -0.6434, 1.4003], [-0.0881, 0.2061, -0.9537], [0.2305, 0.2558, -0.5286], [0.9522, -1.3321, -0.7623], [-0.7924, 1.1360, 0.1608], [-0.0588, 0.1506, 0.4655], [-1.0908, -0.2873, 0.3620], [-0.0178, -0.2849, 0.4332], [1.0857, 0.0429, -0.7384], [0.7177, 0.4326, 0.5626], [-1.3752, -2.0587, -1.0927], [-0.5535, 1.6673, 0.5371], [1.5559, 2.9610, 0.2767], [-1.1986, -2.0780, 0.2297], [0.0291, -0.7972, 0.2452], [-0.5116, -0.2508, -0.3983], [0.7991, -0.5230, 0.1520], [-0.2117, 0.8542, 0.4148], [0.0631, 1.0804, 0.7357], [0.6012, -0.2392, -0.4074], [0.1893, -0.6669, -0.3168], [0.7052, -0.3450, -3.3525], [0.6165, 0.4829, 1.0930], [-1.3711, -0.1043, 1.7695], [-0.1367, 1.5102, 0.0611], [0.1206, -0.7440, 0.3264], [0.2362, -0.4327, -0.4350], [-2.2089, 1.8133, 0.5462], [1.1472, 0.1891, -1.1221], [1.8402, -1.3689, 0.0258]], "lowdin_charge": [0.00, 0.08, 0.13, -0.02, -0.08, 0.03, -0.06, 0.00, 0.02, -0.08, 0.04, -0.03, -0.06, -0.03, 0.04, -0.04, 0.05, -0.03, 0.02, 0.07, 0.09, -0.03, -0.04, -0.01, -0.02, 0.07, 0.06, -0.05, -0.05, 0.03, -0.04, 0.09, -0.06, -0.02, -0.02, 0.06, -0.06, 0.00, -0.04], "gap_ev": 9.869, "homo_ev": -10.4, "relative_energy_ev": 2.8301, "largest_force_ev_per_a": 3.74}


{"formula": "H26O13", "method": "the ωB97M-V functional and the def2-TZVPD basis", "symbols": ["O", "H", "H", "O", "H", "H", "O", "H", "H", "O", "H", "H", "O", "H", "H", "O", "H", "H", "O", "H", "H", "O", "H", "H", "O", "H", "H", "O", "H", "H", "O", "H", "H", "O", "H", "H", "O", "H", "H"], "coordinates": [[2.882, 0.299, 0.725], [2.273, 0.760, 0.328], [3.780, 0.673, 0.582], [-2.900, 0.872, 1.814], [-3.038, 0.915, 0.884], [-2.100, 1.261, 1.885], [-0.374, 2.309, -0.041], [-0.920, 2.855, 0.326], [-0.851, 2.296, -0.932], [-1.806, -1.903, -0.373], [-2.114, -2.334, 0.408], [-2.369, -2.476, -0.929], [1.915, -0.150, -1.476], [2.580, 0.593, -1.519], [1.353, -0.195, -0.711], [2.098, 2.622, -0.744], [1.165, 2.779, -0.740], [2.491, 3.008, -1.478], [-3.518, 0.195, -0.848], [-3.070, -0.763, -0.714], [-4.392, -0.086, -0.856], [3.083, -1.997, 0.942], [3.880, -1.992, 1.408], [2.732, -1.186, 0.816], [0.266, -0.388, 0.323], [-0.109, 0.478, -0.193], [-0.443, -0.964, 0.202], [0.981, -2.558, 2.657], [1.446, -2.872, 1.773], [1.128, -1.527, 2.812], [-1.765, 1.706, -2.303], [-2.405, 1.103, -1.862], [-2.304, 2.425, -2.664], [1.020, -0.095, 2.954], [1.433, 0.174, 2.064], [0.224, 0.427, 2.869], [-0.992, -2.290, -2.706], [-1.267, -1.581, -2.106], [0.005, -2.394, -2.576]], "atomic_forces_ev_per_a": [[6.1755, -1.5007, 4.5724], [-4.3427, 4.6385, -3.5085], [-1.3063, -0.1708, 0.1018], [-3.4789, -1.6899, 0.6205], [-0.7145, -0.2693, -1.4126], [4.2320, 1.9175, 0.9251], [3.3967, -4.4456, -4.9580], [-4.7912, 5.3343, 4.5608], [0.7359, -0.7739, 0.1919], [-2.1637, -0.8694, -0.3861], [0.3237, -0.0197, 2.3600], [1.0010, 0.0131, -1.0165], [1.8940, 0.6974, -3.5133], [-1.7514, -1.4438, 0.4193], [0.0801, -0.1508, 0.4098], [0.6740, -1.0395, 2.0446], [-0.9151, 0.2282, 0.0227], [0.9039, 1.2045, -2.0840], [3.3798, -2.6404, 0.3092], [-0.4358, 3.0919, -0.0562], [-3.0087, -0.1293, -0.1876], [0.1294, -6.6671, -0.7403], [1.5112, 0.3646, 1.0941], [-0.9903, 3.7637, -0.4868], [-0.4088, 4.9093, -1.1040], [1.1536, -2.5822, 2.2014], [-1.4813, -1.9893, -0.0850], [0.9388, -0.0131, -2.0466], [-1.0659, 1.5394, 2.9783], [-0.4617, -3.0905, -0.7798], [-0.2232, 0.2720, 0.2349], [0.0206, 0.3129, -0.3248], [0.1304, -0.2985, -0.0277], [1.2796, 2.3990, -1.6439], [-0.2161, -0.8418, 1.9300], [-0.7201, -0.1846, 0.4586], [1.6713, -0.1518, -0.1987], [0.9104, -0.1752, -0.7302], [-2.0661, 0.4510, -0.1448]], "lowdin_charge": [-0.01, -0.08, 0.14, 0.01, -0.03, -0.05, 0.00, -0.03, 0.07, -0.05, 0.09, 0.10, -0.09, 0.06, -0.09, -0.01, -0.01, 0.02, -0.07, 0.10, 0.03, -0.01, 0.03, -0.12, -0.05, 0.13, -0.01, -0.22, 0.05, -0.03, -0.05, 0.01, 0.07, -0.04, 0.07, 0.05, -0.08, -0.01, 0.10], "gap_ev": 8.281, "homo_ev": -8.7, "relative_energy_ev": 5.9972, "largest_force_ev_per_a": 8.50}


{"formula": "H27O13", "method": "the ωB97M-V functional and the def2-TZVPD basis", "symbols": ["O", "H", "H", "O", "H", "H", "O", "H", "O", "H", "H", "O", "H", "H", "O", "H", "H", "O", "H", "H", "O", "H", "H", "O", "H", "H", "O", "H", "H", "O", "H", "H", "O", "H", "H", "O", "H", "H", "H", "H"], "coordinates": [[-0.882, -0.868, 3.889], [-1.760, -1.200, 3.672], [-0.616, -1.696, 4.341], [1.596, 1.190, 0.348], [1.447, 2.007, -0.434], [2.383, 0.973, 1.053], [0.321, 3.800, 0.524], [-2.692, 1.510, -3.645], [-1.265, -3.550, 0.475], [-0.963, -4.411, 0.166], [-1.703, -3.788, 1.310], [3.332, -1.976, 0.931], [2.988, -2.796, 0.545], [3.419, -1.266, 0.276], [-0.601, 1.513, 2.771], [-0.366, 0.797, 2.164], [-0.858, 1.193, 3.635], [-0.122, -0.100, -3.848], [-1.050, 0.096, -3.649], [0.060, 0.485, -4.591], [-3.090, 0.663, -3.427], [-3.335, 0.655, -2.499], [3.804, 1.238, 2.168], [-0.782, -0.316, 0.772], [-0.750, -0.183, -0.179], [-0.924, -1.261, 0.907], [1.641, 2.533, -1.676], [1.996, 3.324, -1.129], [2.373, 2.007, -2.087], [-0.119, -2.649, -2.745], [0.552, -2.009, -2.478], [-0.415, -2.299, -3.588], [-3.486, -1.383, 0.072], [-4.438, -1.502, 0.057], [-3.392, -0.761, -0.669], [3.177, 0.451, 2.112], [3.816, -0.297, 2.037], [0.683, 1.295, 0.755], [0.063, 3.937, 1.449], [-0.045, 4.649, 0.218]], "atomic_forces_ev_per_a": [[-0.3241, -1.9652, 0.7155], [-0.4923, 0.7671, -0.5237], [0.7270, 0.8297, -0.0163], [-1.9187, 0.9630, 0.2068], [1.4420, -1.5802, -0.1038], [-1.1261, 0.0705, -0.6666], [-0.6966, 1.2281, 0.4477], [-0.1854, 0.2551, 0.3610], [-0.2004, -0.3601, 0.7873], [0.1803, 0.1403, -0.3448], [0.0678, 0.3108, -0.3864], [0.1966, -0.1022, 0.3449], [0.1810, 0.6943, -0.2269], [-0.3554, -0.6870, -0.3487], [0.2661, 1.6049, -0.4284], [-0.6566, -0.4837, 0.8243], [0.2591, -0.5952, -0.2274], [-0.2574, 0.2971, -0.2322], [-0.0644, -0.2285, 0.1473], [0.2612, -0.0379, 0.0078], [0.1584, -0.4947, -0.3585], [0.1061, 0.4310, -0.0265], [-0.9913, -0.9903, 0.1631], [-0.0032, 0.0626, -0.0479], [0.0581, -0.2328, -0.1424], [0.0224, -0.1161, -0.1938], [-0.2411, 1.4306, 1.1572], [0.1235, -0.8948, -1.5133], [0.0983, 0.4270, 0.4154], [0.1208, -0.2543, 0.2969], [-0.0892, -0.0144, -0.0559], [0.0032, 0.1375, -0.1260], [-0.3537, 0.5148, -0.5641], [-0.2449, -0.3185, 0.2848], [0.4433, -0.2986, 0.3981], [2.1876, 1.3362, 0.3290], [-0.9003, 0.1319, -0.0908], [1.5500, -0.6488, 0.1663], [0.3341, -0.9543, 0.3510], [0.3141, -0.3749, -0.7799]], "lowdin_charge": [-0.06, 0.05, 0.07, -0.05, 0.05, 0.06, -0.10, 0.05, -0.06, 0.04, 0.04, -0.10, 0.05, 0.01, -0.09, -0.03, 0.01, -0.09, 0.00, 0.04, -0.05, 0.03, 0.10, -0.07, 0.05, 0.03, -0.14, 0.07, 0.04, -0.09, 0.01, 0.01, -0.05, 0.04, 0.02, -0.09, 0.06, 0.07, 0.04, 0.05], "gap_ev": [2.883, 10.391], "homo_ev": [-2.8, -10.5], "relative_energy_ev": 2.4324, "largest_force_ev_per_a": 2.58, "spin_multiplicity": 2}


{"formula": "H27O14", "method": "the ωB97M-V functional and the def2-TZVPD basis", "symbols": ["O", "H", "O", "H", "H", "O", "H", "H", "O", "H", "H", "O", "H", "H", "O", "H", "H", "O", "H", "H", "O", "H", "H", "O", "H", "H", "O", "H", "H", "O", "H", "H", "O", "H", "H", "O", "H", "H", "O", "H", "H"], "coordinates": [[0.754, -3.757, -2.692], [-2.520, -0.514, 1.738], [-0.855, 2.474, 4.209], [-1.954, 1.796, 1.534], [0.259, -0.471, 3.611], [2.308, 0.679, 1.324], [-0.693, -0.202, 2.266], [3.183, 1.013, -4.183], [3.068, 1.888, -3.875], [0.782, 2.763, -0.889], [2.140, 1.836, -3.762], [1.521, 2.322, -1.197], [0.314, -3.318, -2.044], [-1.445, 2.094, 3.618], [-1.789, 1.666, 0.583], [0.254, -1.682, -0.104], [4.304, 0.928, 1.397], [-0.141, -1.227, -0.790], [1.098, -1.412, -2.441], [-1.373, 0.760, 0.662], [0.294, 0.133, 2.859], [1.917, 1.121, 2.159], [-2.587, -2.454, -0.151], [1.154, -0.743, -3.011], [0.933, 0.046, -2.644], [1.461, 0.233, 1.003], [-4.937, 1.710, -1.045], [-4.753, 1.501, -0.110], [-4.039, 1.925, -1.454], [4.876, 1.583, 1.135], [-0.960, -1.067, -0.471], [1.570, -3.413, -3.095], [-1.647, -0.517, 1.485], [-2.201, -2.836, 2.542], [4.753, 1.637, 0.250], [-2.554, -2.768, -0.991], [1.431, 1.531, -0.641], [-1.828, -2.517, -1.400], [-1.895, -3.345, 1.667], [0.133, 2.390, 3.953], [-1.436, -2.503, 1.375]], "atomic_forces_ev_per_a": [[2.2072, -3.2499, -3.7521], [-2.9613, 0.2198, 0.9852], [3.7307, 1.9078, 2.2193], [0.0532, 0.2905, -0.7262], [0.2242, 0.2326, -0.0616], [-2.3510, 0.3592, 0.5798], [1.0657, 0.5092, 0.8138], [0.9260, -1.6362, -0.5898], [0.7930, 0.9261, -0.0865], [-2.5576, 2.0323, 0.7698], [-1.6221, 0.7033, 0.6907], [1.6947, -2.0462, -0.6830], [-1.2504, 2.6751, 2.7887], [-0.7043, -1.4165, -1.9946], [0.3704, 0.8985, 0.0523], [1.5886, -1.4906, 2.4258], [-2.3722, -2.3265, 1.0735], [3.0713, 0.2635, -3.5574], [-0.7157, -3.4421, 3.7076], [-0.8760, 0.6426, -0.1327], [-1.6838, -0.7694, -0.3159], [0.7839, -1.2894, -1.8083], [-0.0436, 1.2496, 3.8527], [2.0364, 0.6187, -6.3678], [-1.0759, 3.2100, 2.1640], [1.7380, 0.5606, 0.9808], [1.5952, 0.3524, -0.3682], [0.2216, 0.1892, -0.7624], [-1.7295, -0.5351, 1.1676], [3.1577, 1.9947, 3.2116], [-4.4606, 1.3083, 1.7770], [-0.9653, 0.4503, 0.9687], [3.4165, -2.0565, -0.7756], [0.6261, -2.2204, -2.4052], [-0.6265, 0.4901, -4.3154], [-5.6335, -3.4236, -1.3892], [0.7743, 0.0688, -0.1388], [5.2797, 1.9341, -2.8853], [-0.3092, 3.2492, 2.9757], [-3.1316, -0.4483, -0.0150], [-0.2844, -0.9859, -0.0734]], "lowdin_charge": [-0.01, -0.01, -0.08, 0.01, 0.01, -0.13, 0.01, 0.00, -0.03, -0.01, -0.01, -0.02, -0.05, -0.05, -0.12, 0.04, -0.05, 0.04, -0.08, -0.03, -0.25, 0.07, -0.05, 0.03, -0.03, 0.04, -0.11, 0.02, 0.07, 0.01, -0.04, 0.06, -0.27, 0.10, -0.03, 0.05, 0.01, -0.07, -0.14, 0.08, 0.00], "gap_ev": 9.777, "homo_ev": -7.3, "total_charge": -1, "relative_energy_ev": 4.9616, "largest_force_ev_per_a": 6.74}